Record 1
C6H10O2 | ωB97M-V with the def2-TZVPD basis set

Values from the calculation:
- E_HOMO: -9.3 eV
- SMILES string: C[C@H]1C[C@@]1(C=O)CO
- ΔE to the lowest compared entry with this formula, charge and spin: 537.9 kJ/mol
- Frontier orbital gap: 10.04 eV

Structure (ORCA input):
```
! RIJCOSX wB97M-V def2-TZVPD def2/J DEFGRID3
* xyz 0 1
C -1.36815 -0.68672 1.59149
C -0.89325 0.49213 0.65433
C 0.34810 1.10639 0.86368
C 0.34339 0.10529 -0.32410
C 0.38762 1.01504 -1.49191
O 0.74853 0.96197 -2.63627
C 0.80643 -1.22275 -0.76930
O 2.02976 -1.21001 -1.27505
H -2.58918 -0.96648 1.29029
H -0.50708 -1.36578 1.68902
H -1.50883 -0.24705 2.53588
H -1.66335 1.07336 0.00983
H 0.25671 2.22766 0.76385
H 1.04079 0.98825 1.99191
H 0.05645 2.11902 -1.21337
H 0.63786 -1.87909 0.23123
H 0.10200 -1.40813 -1.49964
H 1.77220 -1.10311 -2.41188
*
```

Record 2
C4H5FO | ωB97M-V with the def2-TZVPD basis set

Values from the calculation:
- E_HOMO: -9.6 eV
- SMILES string: O=CC/C=C\F
- ΔE to the lowest compared entry with this formula, charge and spin: 73.0 kJ/mol
- Frontier orbital gap: 10.45 eV

Structure (ORCA input):
```
! RIJCOSX wB97M-V def2-TZVPD def2/J DEFGRID3
* xyz 0 1
O -1.51354 -0.40917 1.75114
C -1.24490 -0.44640 0.57720
C 0.03663 -0.96472 -0.00426
C 0.61067 0.20257 -0.73865
C 0.98114 1.31367 -0.17355
F 0.78504 1.56973 1.10582
H -2.06591 -0.13704 -0.10312
H -0.44886 -1.68663 -0.75552
H 0.57052 -1.58977 0.74401
H 0.73162 0.06545 -1.81595
H 1.55760 2.08229 -0.58712
*
```

Record 3
C16H33BInO7 | ωB97M-V with the def2-TZVPD basis set

Values from the calculation:
- E_HOMO: -3.8 eV
- Frontier orbital gap: 5.48 eV

Structure (ORCA input):
```
! RIJCOSX wB97M-V def2-TZVPD def2/J DEFGRID3
* xyz -1 1
C 6.36038 -0.42819 5.08734
C 5.12405 -0.01054 4.50765
In 2.94832 0.69178 4.17756
B 1.56274 -1.11192 4.49069
O 2.19866 -2.43801 4.77163
C -0.08665 -1.05355 4.45524
C -0.71005 0.35854 5.03607
H 7.35714 -0.49868 5.74024
H 2.76241 1.21229 2.46992
H 2.57506 2.05496 5.33815
H 2.46241 -2.39131 5.74175
H -0.55117 -1.35314 3.40113
H -0.46424 -1.90576 5.20093
H -1.86466 0.35185 4.79556
H -0.16320 1.27369 4.52069
H -0.58512 0.40201 6.22096
O -2.93458 -2.41800 3.08306
C -2.65670 -2.39304 1.88563
O -3.31073 -1.55557 1.04817
C -2.90514 -1.28162 -0.30588
C -3.51007 -2.28555 -1.26637
C -1.66450 -3.35704 1.30731
H -1.81622 -1.22403 -0.38998
H -3.28541 -0.28260 -0.54520
H -3.15937 -3.30034 -1.05981
H -3.25253 -2.03371 -2.29901
H -4.60074 -2.30030 -1.16880
H -2.18293 -4.26443 0.98780
H -0.93962 -3.61752 2.08568
H -1.08673 -2.94207 0.48288
O 4.94221 1.69421 0.68397
C 5.30652 2.86464 0.77900
O 4.55684 3.86012 0.25225
C 4.76928 5.26037 0.51145
C 5.76173 5.84882 -0.47096
C 6.63353 3.20895 1.38622
H 5.05740 5.43195 1.55244
H 3.79843 5.74939 0.37637
H 6.74678 5.38455 -0.37306
H 5.86900 6.92544 -0.31137
H 5.43019 5.67652 -1.50038
H 7.39879 3.21853 0.60615
H 6.88757 2.44024 2.12358
H 6.63138 4.15537 1.92474
O -2.72487 -2.38231 -4.88464
C -3.75450 -1.94024 -5.39071
O -4.86031 -2.71452 -5.48096
C -6.16750 -2.22477 -5.83366
C -6.36266 -2.23487 -7.33638
C -3.78070 -0.57528 -6.01072
H -6.35514 -1.24163 -5.39282
H -6.88765 -2.91046 -5.37415
H -5.65866 -1.56468 -7.83707
H -7.37917 -1.92479 -7.59455
H -6.18735 -3.23810 -7.73896
H -3.50397 -0.64963 -7.06529
H -3.04811 0.05423 -5.49480
H -4.73977 -0.07022 -5.90669
*
```

Record 4
C4H14NS2 | ωB97M-V with the def2-TZVPD basis set

Values from the calculation:
- E_HOMO (spin up / spin down): -19.2 / -19.1 eV
- ΔE to the lowest compared entry with this formula, charge and spin: 37.9 kJ/mol
- Frontier orbital gap (spin up / spin down): 10.66 / 6.88 eV

Structure (ORCA input):
```
! RIJCOSX wB97M-V def2-TZVPD def2/J DEFGRID3
* xyz 2 2
C -0.19989 -2.59896 -1.50673
S -0.41175 -1.89464 -3.14757
S -1.22985 -0.03343 -2.80140
H 0.78194 -2.28082 -1.12161
H -0.24039 -3.68353 -1.55260
H -0.95647 -2.15583 -0.85512
H -2.45524 -0.56345 -2.72669
C 0.97215 -0.32623 2.25541
C 1.05834 0.81344 1.26631
N -0.28795 1.02667 0.60044
C -0.35741 2.26369 -0.23718
H 0.82402 -1.27963 1.73623
H 1.88662 -0.36668 2.85009
H 0.15139 -0.19684 2.97652
H 1.27413 1.76712 1.74714
H 1.79376 0.62041 0.48307
H -0.99091 0.98365 1.34184
H -0.47359 0.25498 -0.03847
H -0.19655 3.14752 0.37555
H -1.35897 2.31637 -0.64477
H 0.41661 2.18619 -1.00045
*
```

Record 5
C4H10N2O2 | ωB97M-V with the def2-TZVPD basis set

Values from the calculation:
- E_HOMO: -9.3 eV
- SMILES string: CN=C=N.COCO
- ΔE to the lowest compared entry with this formula, charge and spin: 298.3 kJ/mol
- Frontier orbital gap: 10.09 eV

Structure (ORCA input):
```
! RIJCOSX wB97M-V def2-TZVPD def2/J DEFGRID3
* xyz 0 1
C 3.79523 -1.28387 -0.29878
N 2.54986 -1.38183 0.37562
C 1.76414 -0.64349 0.90791
N 0.97954 -0.12966 1.66825
H 4.26438 -0.30204 -0.18713
H 4.46308 -2.04723 0.10540
H 3.64406 -1.48760 -1.36200
H 0.08331 0.25854 1.43283
C -2.32814 -0.54147 0.21555
O -1.62929 0.67312 0.42327
C -1.65505 1.53311 -0.67772
O -2.91680 2.05772 -0.93348
H -3.36686 -0.34941 -0.06508
H -1.84508 -1.13147 -0.57044
H -2.29165 -1.08279 1.15800
H -0.92476 2.32223 -0.44541
H -1.35785 1.00954 -1.59765
H -3.22811 2.52663 -0.14916
*
```

Record 6
CHNOS | ωB97M-V with the def2-TZVPD basis set

Values from the calculation:
- E_HOMO (spin up / spin down): -10.4 / -10.5 eV
- ΔE to the lowest compared entry with this formula, charge and spin: 273.4 kJ/mol
- Frontier orbital gap (spin up / spin down): 9.35 / 9.36 eV

Structure (ORCA input):
```
! RIJCOSX wB97M-V def2-TZVPD def2/J DEFGRID3
* xyz 0 1
C 0.75214 -0.63180 0.89555
N -0.48201 1.12072 -1.22562
O 0.96624 -0.17571 -0.14736
S 0.02145 -1.02070 2.22223
H -1.25782 0.70750 -1.74479
*
```

Record 7
H8S4 | ωB97M-V with the def2-TZVPD basis set

Values from the calculation:
- E_HOMO (spin up / spin down): -11.2 / -11.2 eV
- ΔE to the lowest compared entry with this formula, charge and spin: 28.4 kJ/mol
- Frontier orbital gap (spin up / spin down): 8.30 / 0.94 eV

Structure (ORCA input):
```
! RIJCOSX wB97M-V def2-TZVPD def2/J DEFGRID3
* xyz 1 2
S -0.43735 4.65506 2.63576
H 0.75204 4.12592 2.31378
H -0.51483 3.97267 3.78931
H -1.06819 -1.15271 3.35688
S -1.52866 -1.15070 2.11142
H -2.82998 -1.05213 2.37205
S 6.28100 -1.25285 -4.17977
H 5.24193 -2.09254 -4.10245
H 6.26512 -0.99019 -2.87087
S -4.22486 -1.99881 -2.30391
H -3.65642 -0.79784 -2.13134
H -4.27981 -2.26587 -0.99085
*
```

Number 1: total energy -10473.59544 eV. Number 2: total energy -8992.27351 eV. Number 3: total energy -37304.47119 eV. Number 4: total energy -27516.93631 eV. Number 5: total energy -11383.81076 eV. Number 6: total energy -15421.40795 eV. Number 7: total energy -43460.00763 eV.